# 1
C19H77NO30 | ωB97M-V/def2-TZVPD

Geometry as XYZ:
```
127
Properties=species:S:1:pos:R:3:mulliken_charge:R:1
C 5.72271 -4.64384 0.69390 -0.847
C 4.76717 -3.53811 1.35114 0.671
O 4.87408 -3.35169 2.58058 -0.660
N 3.78890 -2.80139 0.53301 -0.448
C 3.82978 -1.36658 1.02623 -0.362
C 2.72364 -1.04826 2.12623 -0.432
C 2.66563 0.47351 2.60590 -0.791
C 2.86624 1.55500 1.44944 -0.133
C 1.45974 1.93667 0.77216 -0.184
C 0.52655 0.95555 0.41922 0.085
C -0.85534 1.44850 -0.21150 0.171
O -1.94090 0.94743 0.11900 -0.399
C -0.71186 2.66107 -1.25423 0.540
C -1.58436 2.66157 -2.57586 -0.770
C -1.52474 1.19210 -3.26469 -0.820
C -2.73502 0.23396 -2.79449 -0.368
C -2.12209 -1.14516 -2.20314 -0.088
C -3.20843 -2.03460 -1.44142 -0.925
O -2.78054 -2.23794 -0.04708 -0.196
C -3.86795 -2.09884 0.84319 0.617
C -3.76271 -0.94519 1.95445 0.000
O -4.87901 -2.81786 0.85990 -0.603
C 0.22348 3.65690 -0.89214 -0.993
C 1.04925 3.45744 0.46798 0.008
O 1.35517 4.39705 1.22699 -0.832
H 6.72376 -4.22890 0.35714 0.255
H 5.89444 -5.49351 1.42653 0.228
H 5.17117 -5.08076 -0.19858 0.239
H 4.06745 -2.84673 -0.46167 0.429
H 3.59121 -0.73060 0.09741 0.436
H 4.87968 -1.09938 1.38126 0.382
H 1.70980 -1.47358 1.80252 0.044
H 3.00819 -1.66586 3.05310 0.394
H 1.60559 0.63891 3.02083 0.292
H 3.35286 0.62606 3.51127 0.407
H 3.67223 1.31251 0.69054 0.189
H 3.20628 2.52491 1.96592 0.382
H 0.66384 -0.15946 0.53496 0.775
H -2.64717 3.03132 -2.44342 0.346
H -1.03749 3.35149 -3.31574 0.333
H -0.52415 0.68639 -3.01620 0.398
H -1.62316 1.28391 -4.40425 0.383
H -3.46969 -0.00614 -3.63872 0.402
H -3.32612 0.78966 -1.98424 0.119
H -1.26525 -0.95352 -1.47655 -0.133
H -1.66404 -1.69905 -3.09296 0.468
H -3.19382 -3.07645 -1.92527 0.162
H -4.27173 -1.64893 -1.52149 0.576
H -2.67347 -0.74572 2.22532 -0.161
H -4.29434 -1.23797 2.91591 0.348
H -4.17278 0.00136 1.48225 -0.069
H 0.38062 4.56829 -1.54930 0.328
O -0.71585 -4.15770 -2.24799 -0.639
H -1.38380 -4.85363 -2.30437 0.351
H -0.98894 -3.63343 -1.48443 0.301
O -1.90130 -7.36308 -2.65835 -0.635
H -1.08183 -7.43672 -3.16198 0.298
H -1.89107 -8.13641 -2.08123 0.303
O -0.35194 -1.60182 2.77879 -0.558
H -0.61472 -0.90507 2.16444 0.160
H -0.96992 -2.32301 2.59224 0.316
O 6.43400 -1.79077 -0.75396 -0.667
H 6.71588 -2.43042 -1.41892 0.285
H 5.61466 -2.16581 -0.39889 0.143
O 4.02035 -6.00033 -1.77076 -0.639
H 3.07408 -5.82775 -1.68955 0.305
H 4.06883 -6.93627 -1.99766 0.292
O 5.36129 1.81226 -1.16766 -0.597
H 6.26267 1.53344 -1.36817 0.304
H 5.47253 2.63148 -0.66744 0.270
O -5.50489 -1.86044 -3.59463 -0.647
H -6.45620 -1.69598 -3.51990 0.305
H -5.44547 -2.80132 -3.80072 0.306
O -0.66895 5.54007 2.88006 -0.598
H -0.16606 5.70113 3.69274 0.321
H -0.05184 5.05014 2.31560 0.328
O -3.57794 6.28710 3.98420 -0.645
H -2.75453 6.21738 3.48419 0.336
H -3.56534 5.51523 4.56106 0.305
O 5.80684 -4.46930 5.36929 -0.629
H 5.49517 -5.35019 5.60469 0.294
H 5.48190 -4.33805 4.46751 0.391
O -5.92147 1.81682 1.82854 -0.634
H -6.82010 2.17006 1.81350 0.315
H -5.36754 2.58130 1.62758 0.295
O -7.61246 0.14894 -0.16585 -0.653
H -7.06068 0.42026 0.58115 0.291
H -8.18343 -0.53544 0.20500 0.326
O 0.67113 6.82726 5.32383 -0.601
H 1.63487 6.78918 5.30342 0.287
H 0.47689 7.49851 5.98722 0.295
O -6.00442 -0.34480 -6.04385 -0.625
H -5.46530 -0.37092 -6.84688 0.357
H -5.64962 -1.06244 -5.49906 0.341
O 5.42145 -7.84776 1.18026 -0.615
H 5.90525 -8.65419 0.96568 0.304
H 5.42272 -7.82479 2.14481 0.312
O 4.10348 4.34244 -0.31503 -0.450
H 3.20846 4.69906 -0.33545 0.217
H 4.66186 5.10616 -0.50233 0.207
O -4.51139 -6.81410 -1.00235 -0.613
H -3.69079 -6.88965 -1.50563 0.357
H -4.50439 -7.58510 -0.42376 0.292
O 4.67362 6.49280 -2.43515 -0.606
H 3.97097 6.95902 -2.90877 0.274
H 5.15898 6.03313 -3.13099 0.333
O 2.92172 7.98739 -4.47799 -0.645
H 2.02525 8.34305 -4.49619 0.316
H 3.48045 8.75168 -4.66494 0.324
O -8.44397 -1.44635 -2.52616 -0.599
H -8.39158 -1.03744 -1.65094 0.342
H -9.26714 -1.94760 -2.50427 0.311
O -0.44698 8.48003 3.64390 -0.616
H -1.39562 8.63970 3.71619 0.311
H -0.38178 7.54077 3.43513 0.359
O -2.55633 -3.31582 4.00266 -0.561
H -2.51421 -2.92192 4.88594 0.342
H -3.37643 -3.82289 4.01117 0.258
O -4.02556 0.93909 -7.54339 -0.634
H -3.06231 0.89783 -7.56329 0.307
H -4.21748 1.61837 -6.88522 0.319
O 7.53761 5.87115 -1.12865 -0.626
H 6.63971 6.22878 -1.14844 0.341
H 8.09650 6.63421 -1.31463 0.300
O -1.02534 -3.02310 6.38213 -0.644
H -0.48572 -3.03374 5.58035 0.326
H -0.66522 -3.74109 6.91500 0.308
```

HOMO level	-0.3531	Ha
orbital gap	8.60	eV
net charge	0
2S+1	1

=====

# 2
C40H34AgClF2N6O6 | ωB97M-V/def2-TZVPD

Geometry as XYZ:
```
90
Properties=species:S:1:pos:R:3:mulliken_charge:R:1
Ag 0.24046 -0.05570 -0.01210 -0.892
F 5.12741 -0.33811 2.60583 -0.385
C 3.87375 0.20869 2.61742 0.568
C 3.00619 -0.02861 1.58030 0.212
C 1.70833 0.50450 1.57715 -0.831
C 1.33167 1.31860 2.67847 0.454
C 2.27041 1.53437 3.68529 0.166
F 1.99888 2.33364 4.77571 -0.380
C 3.53918 0.99610 3.69954 -0.894
C -0.06366 1.89493 2.74463 0.272
C -0.53780 2.73034 3.77336 -0.780
C -1.84364 3.18482 3.74716 -0.523
C -2.68116 2.81696 2.70494 -0.867
C -2.13464 2.00530 1.72437 -0.505
N -0.88363 1.57076 1.74116 0.659
H 3.35367 -0.64405 0.75518 0.433
H 4.22309 1.19175 4.51305 0.455
H 0.10346 3.01366 4.58853 0.541
H -2.20476 3.82136 4.54828 0.374
H -3.71636 3.13388 2.65254 0.550
H -2.73261 1.68002 0.87476 0.447
C -2.13129 -4.91913 -4.74688 0.174
O -0.93955 -4.48073 -5.36626 -0.468
C -0.27574 -3.45217 -4.74867 0.243
C 0.97632 -3.13368 -5.31350 -1.406
C 1.70878 -2.13795 -4.72277 -0.675
C 1.28538 -1.40047 -3.59620 0.105
C 2.14717 -0.35945 -3.02417 0.860
C 3.57580 -0.15536 -3.53702 -1.548
O 1.81863 0.37236 -2.10417 -0.361
C -0.00851 -1.71928 -3.01431 -1.029
O -0.51116 -1.18192 -1.99051 1.472
C -0.75862 -2.77442 -3.66248 0.965
H -2.47846 -5.78087 -5.31420 0.251
H -2.89992 -4.14060 -4.76136 0.325
H -1.94895 -5.21243 -3.71177 -0.537
H 1.34224 -3.69479 -6.16359 0.382
H 2.67317 -1.92135 -5.15984 0.048
H 3.86568 -0.72195 -4.41711 0.396
H 4.24877 -0.41529 -2.71751 0.265
H 3.70301 0.90940 -3.73443 0.295
H -1.70190 -3.01968 -3.19446 0.599
C -3.23389 0.35089 -2.19871 -1.044
C -2.29176 1.50424 -2.23458 0.175
N -1.26190 1.66922 -1.45557 1.004
C -0.66351 2.85063 -1.82199 -0.909
C -1.35552 3.43525 -2.83437 -0.956
N -2.41205 2.56966 -3.09874 0.518
C -3.46862 2.83538 -4.02369 -0.932
N -4.75789 2.85262 -3.34029 0.798
N -5.82018 2.23044 -3.86854 -0.803
N -6.81303 2.30917 -3.06910 -0.580
C -6.39157 2.99171 -1.93565 0.375
C -7.07068 3.30862 -0.75610 -0.679
C -6.35744 3.95221 0.22360 -0.631
C -4.98637 4.27482 0.05017 -0.543
C -4.30889 3.97634 -1.10205 -0.550
C -5.05761 3.33129 -2.10164 0.997
H -2.70599 -0.47966 -1.73117 -0.626
H -3.53758 0.04315 -3.20204 0.542
H -4.13712 0.59025 -1.62749 0.234
H 0.23985 3.18369 -1.33292 0.537
H -1.20926 4.34307 -3.39796 0.398
H -3.55478 2.10782 -4.82693 0.361
H -3.26656 3.81547 -4.45063 0.351
H -8.10921 3.03378 -0.62110 0.412
H -6.83964 4.19578 1.16133 0.365
H -4.44965 4.74704 0.86325 0.503
H -3.25176 4.18120 -1.21185 0.354
C -3.00644 -6.31254 -1.67341 -1.769
C -1.69669 -5.57600 -1.73074 0.867
C -0.66272 -5.99102 -2.55660 -0.652
C 0.53569 -5.29607 -2.57682 0.565
Cl 1.82400 -5.84055 -3.64797 -0.294
C 0.72848 -4.19547 -1.76544 -1.379
C -0.29554 -3.76645 -0.92826 -0.102
C -1.51264 -4.43927 -0.93269 0.568
O -2.58958 -4.05448 -0.21686 -0.589
C -2.51767 -2.74907 0.39870 0.412
C -1.71488 -2.69517 1.72143 0.352
O -2.11305 -3.46626 2.62083 -0.825
O -0.80975 -1.82108 1.75256 -0.553
H -3.02942 -7.11857 -2.41000 0.310
H -3.84596 -5.63758 -1.85712 0.314
H -3.17189 -6.73690 -0.67983 0.475
H -0.79511 -6.85666 -3.19614 0.274
H 1.66758 -3.65752 -1.78492 0.647
H -0.14732 -2.89982 -0.29237 0.415
H -3.55624 -2.51487 0.63257 0.404
H -2.11837 -2.04397 -0.33077 -0.543
```

HOMO level	-0.0558	Ha
energy relative to the best compared isomer or geometry (same formula, charge and spin)	96.9	kJ/mol
orbital gap	5.26	eV
net charge	-2
2S+1	1

=====

# 3
C15H15NO2 | ωB97M-V/def2-TZVPD

Geometry as XYZ:
```
33
Properties=species:S:1:pos:R:3:nbo_charge:R:1
C -2.75715 -2.99419 0.37925 -0.628
C -2.51896 -1.54237 0.09721 -0.018
C -1.79381 -1.13771 -1.01396 -0.173
C -1.55297 0.20393 -1.24928 -0.209
C -2.03703 1.17041 -0.37970 -0.087
C -1.68766 2.61910 -0.57720 -0.084
O -0.60378 3.03202 0.26421 -0.353
N 0.53572 2.26214 0.08080 -0.342
C 0.82248 1.16978 0.83695 0.636
O 0.16113 0.80532 1.78062 -0.590
C 2.07230 0.47640 0.39684 -0.163
C 2.89114 -0.07170 1.37869 -0.158
C 4.04767 -0.74375 1.02911 -0.210
C 4.38699 -0.88926 -0.30600 -0.198
C 3.56258 -0.36854 -1.28966 -0.232
C 2.40984 0.31401 -0.94288 -0.145
C -2.76587 0.76990 0.73262 -0.153
C -3.00498 -0.56928 0.96358 -0.206
H -2.55821 -3.60196 -0.50014 0.213
H -2.09834 -3.32642 1.18167 0.224
H -3.78362 -3.16130 0.69992 0.217
H -1.40391 -1.87773 -1.69873 0.200
H -0.98384 0.49963 -2.12106 0.201
H -2.50328 3.27767 -0.27425 0.205
H -1.42757 2.81669 -1.62786 0.169
H 1.13285 2.56297 -0.67759 0.382
H 2.60305 0.04070 2.41282 0.233
H 4.68314 -1.15878 1.79715 0.217
H 5.28837 -1.41638 -0.58169 0.215
H 3.81747 -0.49699 -2.33150 0.214
H 1.76155 0.69107 -1.72087 0.200
H -3.12817 1.51423 1.42516 0.213
H -3.56717 -0.86963 1.83577 0.209
```

HOMO level	-0.3265	Ha
energy relative to the best compared isomer or geometry (same formula, charge and spin)	118.3	kJ/mol
orbital gap	9.64	eV
net charge	0
2S+1	1
SMILES	Cc1ccc(CONC(=O)c2ccccc2)cc1